[1]
The following is a quantum chemistry calculation of C50H54FN5NaO5P2S as an isolated structure in a non-equilibrium geometry, from the OMol25 dataset.

The energy relative to the best compared isomer or geometry (same formula, charge and spin) comes out at 0.0 kcal per mole. The LUMO energy comes out at 0.2690 eV. The molecular weight comes out at 941.015 Da. The HOMO energy is -3.751 eV. The total energy comes out at -106962.72890 eV.

```
! wB97M-V def2-TZVPD RIJCOSX def2/J DEFGRID3
* xyz -1 1
Na 1.7902 -1.1475 1.0911
C -0.2520 -1.0930 -3.9912
P 0.7917 -1.5969 -2.5665
C 1.5123 -3.1897 -3.1242
C 2.4270 -3.7903 -2.2535
C 2.9961 -5.0171 -2.5495
C 2.6499 -5.6826 -3.7202
C 1.7347 -5.1056 -4.5864
C 1.1722 -3.8674 -4.2917
C 2.2482 -0.5114 -2.8479
C 2.4194 0.5586 -1.9840
C 3.4992 1.4247 -2.1082
C 4.4165 1.2311 -3.1276
C 4.2488 0.1727 -4.0152
C 3.1751 -0.6934 -3.8744
C -1.0857 0.1269 -3.6686
C -1.8452 0.8577 -4.5770
C -2.5842 1.7850 -3.8080
C -2.2094 1.5588 -2.4847
C -2.7014 2.3361 -1.2924
P -1.4947 2.4556 0.1066
C -2.5264 3.5471 1.2231
C -2.6469 3.1634 2.5596
C -3.4816 3.8496 3.4395
C -4.2211 4.9390 2.9917
C -4.1075 5.3390 1.6598
C -3.2671 4.6513 0.7944
C -0.1710 3.5627 -0.5658
C -0.0881 3.7457 -1.9487
C 1.0230 4.3274 -2.5315
C 2.0781 4.7303 -1.7525
C 2.0238 4.5531 -0.3804
C 0.9138 3.9828 0.2164
N -1.2805 0.5705 -2.3903
H 0.3743 -0.9313 -4.8740
H -0.9128 -1.9395 -4.2164
H 2.6745 -3.3016 -1.3172
H 3.6940 -5.4639 -1.8523
H 3.0841 -6.6486 -3.9480
H 1.4535 -5.6164 -5.5001
H 0.4701 -3.4324 -4.9920
H 1.6871 0.7078 -1.2037
H 3.6221 2.2382 -1.4024
H 5.2689 1.8924 -3.2267
H 4.9683 0.0142 -4.8098
H 3.0637 -1.5313 -4.5533
H -1.8882 0.7055 -5.6481
H -3.3008 2.5162 -4.1608
H -3.0040 3.3364 -1.6217
H -3.5843 1.8800 -0.8248
H -2.0946 2.2935 2.9099
H -3.5771 3.5115 4.4660
H -4.9386 5.4220 3.6506
H -4.6947 6.1740 1.2897
H -3.1849 4.9849 -0.2346
H -0.8705 3.3682 -2.5971
H 1.0643 4.4208 -3.6089
H 2.9642 5.1602 -2.2037
H 2.8579 4.8599 0.2428
H 1.2623 1.8336 0.6901
C 4.4977 4.3011 6.1213
C 4.9864 4.4578 4.6876
N 4.1807 3.6951 3.7416
C 4.6093 2.4552 3.3940
C 3.9437 1.6068 2.5835
C 4.6161 0.2209 2.3453
O 5.7851 0.1572 2.7491
O 3.9000 -0.6636 1.8391
C 2.7364 2.1226 2.0303
O 2.0356 1.3221 1.1869
C 2.2721 3.3983 2.3293
C 0.9428 3.8851 1.7251
C 0.5798 5.2169 2.2917
F -0.5825 5.6887 1.7716
C 1.2385 5.9024 3.2216
C 2.4901 5.4070 3.7466
C 2.9844 4.2062 3.2847
N 0.7284 7.0749 3.8902
C 0.1831 6.7257 5.1891
C -1.2169 6.1523 5.0403
N -2.1027 7.2370 4.4833
C -1.6046 7.8066 3.1782
C -0.0907 8.0754 3.2278
H 5.0953 4.9155 6.7972
H 4.5847 3.2599 6.4344
H 3.4533 4.5994 6.2094
H 6.0091 4.0956 4.5998
H 4.9861 5.5031 4.3760
H 5.5631 2.1298 3.7900
H 0.1472 3.1824 2.0165
H 3.0340 6.0533 4.4179
H 0.1623 7.6123 5.8376
H 0.8303 5.9847 5.6553
H -1.6610 5.8214 5.9783
H -1.2237 5.3315 4.3224
H -2.1748 7.9780 5.1792
H -3.0361 6.8468 4.3172
H -2.1658 8.7228 2.9919
H -1.8665 7.0711 2.4350
H 0.0673 9.0206 3.7629
H 0.2574 8.2196 2.2069
N -0.5276 -0.8003 0.7549
C -1.2514 -2.0434 1.0887
C -0.3694 -3.1956 1.6343
O -0.9629 -4.0223 2.3591
O 0.8449 -3.2015 1.2980
H -1.0275 -0.0034 1.1256
H -0.5119 -0.6482 -0.2530
H -1.7920 -2.4435 0.2243
H -2.0040 -1.8284 1.8454
C -3.9375 0.2131 4.7720
S -2.3112 -0.4870 4.4294
C -2.7722 -2.2253 4.2905
H -4.6235 0.0174 3.9467
H -3.8246 1.2923 4.8843
H -4.3557 -0.1931 5.6939
H -3.0638 -2.6218 5.2633
H -1.9234 -2.7878 3.8900
H -3.5948 -2.3333 3.5828
*
```

---

[2]
The following is a quantum chemistry calculation of one molecule with the formula CH5O3P in a non-equilibrium geometry, from the OMol25 dataset.

The SMILES is COO[PH2]=O. The energy relative to the best compared isomer or geometry (same formula, charge and spin) comes out at 105.9 kcal per mole. The LUMO energy comes out at 0.6862 eV. The molecular weight comes out at 96.022 Da. The HOMO energy is -10.088 eV. The total energy comes out at -16545.65242 eV.

```
! wB97M-V def2-TZVPD RIJCOSX def2/J DEFGRID3
* xyz 0 1
C 1.7219 0.4251 -0.2815
O 0.7238 -0.0167 0.4427
O -0.5107 0.2427 -0.2382
O -2.6748 0.0941 -0.6477
P -1.8135 -0.5667 0.3026
H 2.0601 -0.1842 -1.0320
H 2.5099 0.6984 0.4890
H 1.4019 1.3534 -0.8600
H -1.5253 -1.9140 0.0687
H -1.8931 -0.1321 1.7563
*
```

---

[3]
The following is a quantum chemistry calculation of C4H8O2 as an isolated structure in a non-equilibrium geometry, from the OMol25 dataset.

The energy relative to the best compared isomer or geometry (same formula, charge and spin) comes out at 106.7 kcal per mole. The LUMO energy comes out at -0.3575 eV. The molecular weight comes out at 88.106 Da. The HOMO energy is -8.746 eV. The total energy comes out at -8368.65410 eV.

```
! wB97M-V def2-TZVPD RIJCOSX def2/J DEFGRID3
* xyz 0 1
C 1.4938 0.2018 -0.6643
C 0.1943 0.0234 0.0368
C -1.1285 0.6744 -0.4207
O -1.9402 0.4491 0.6680
C -0.2216 -1.2675 0.5673
O 0.2252 0.2641 1.4463
H 1.7804 1.2542 -0.6346
H 1.3788 -0.1120 -1.7055
H 2.2855 -0.3925 -0.1978
H -1.4168 0.1735 -1.3679
H -0.9913 1.7479 -0.6384
H -0.8995 0.5886 1.4926
H 0.4609 -1.9312 1.0757
H -1.2210 -1.6738 0.3425
*
```

---

[4]
The following is a quantum chemistry calculation of one molecule with the formula C23H23N5O in a non-equilibrium geometry, from the OMol25 dataset.

The energy relative to the best compared isomer or geometry (same formula, charge and spin) comes out at 73.4 kcal per mole. The LUMO energy comes out at -0.0566 eV. The molecular weight comes out at 385.471 Da. The HOMO energy is -6.635 eV. The total energy comes out at -33719.08963 eV.

```
! wB97M-V def2-TZVPD RIJCOSX def2/J DEFGRID3
* xyz 0 1
C -4.3257 -0.7463 2.5637
N -3.3050 -0.0178 3.2861
C -3.7565 1.1451 4.0370
C -1.9595 -0.2037 2.9330
C -1.2768 0.7281 2.1305
C 0.0237 0.4521 1.6925
C 0.6897 -0.6656 2.1656
C 2.1650 -0.9346 1.7841
C 3.0909 0.1081 2.3875
C 4.4518 -0.2376 2.3442
N 5.5721 -0.5707 2.2146
C 2.7181 1.1086 3.2880
N 2.5159 2.0564 3.9594
C 0.0520 -1.5504 3.0417
C -1.2873 -1.3718 3.3571
H -3.8669 -1.6147 2.0824
H -5.1196 -1.0868 3.2392
H -4.7912 -0.1207 1.7859
H -2.9333 1.5096 4.6705
H -4.0977 1.9529 3.3662
H -4.6042 0.8485 4.6750
H -1.7859 1.6474 1.8444
H 0.5245 1.1206 0.9867
H 2.4621 -1.9164 2.1856
H 0.6231 -2.3965 3.4385
H -1.8103 -2.0746 4.0020
C 1.6966 -8.3805 0.8992
O 0.8581 -7.2114 1.1090
C 1.2827 -6.0172 0.6088
C 0.5347 -4.8652 0.9478
C 1.0008 -3.6140 0.5926
C 2.2321 -3.4678 -0.0602
N 2.7462 -2.1844 -0.3548
C 2.5154 -1.0358 0.3446
N 2.9917 -0.0295 -0.4016
C 2.7971 1.4000 -0.1832
C 3.5799 -0.5285 -1.5645
C 3.4624 -1.8676 -1.5126
C 2.9046 -4.6035 -0.5243
C 2.4345 -5.8802 -0.2066
H 1.2193 -9.1788 1.4646
H 1.7348 -8.6394 -0.1679
H 2.7141 -8.2100 1.2808
H -0.3807 -4.9879 1.5208
H 0.4094 -2.7369 0.8305
H 2.5393 1.6042 0.8651
H 3.7137 1.9453 -0.4501
H 1.9846 1.7601 -0.8359
H 4.0716 0.0994 -2.2938
H 3.8160 -2.6329 -2.1823
H 3.8090 -4.5082 -1.1189
H 2.9650 -6.7639 -0.5722
*
```

---

[5]
The following is a quantum chemistry calculation of a 12-piece molecular cluster, C3H29NO12S overall in a non-equilibrium geometry, from the OMol25 dataset.

The SMILES is NC(=O)CCS.O.O.O.O.O.O.O.O.O.O.O. The energy relative to the best compared isomer or geometry (same formula, charge and spin) comes out at 93.5 kcal per mole. The LUMO energy comes out at -0.3656 eV. The molecular weight comes out at 303.327 Da. The HOMO energy is -8.610 eV. The total energy comes out at -40473.49017 eV.

```
! wB97M-V def2-TZVPD RIJCOSX def2/J DEFGRID3
* xyz 0 1
C 0.2244 1.1961 0.4658
C -0.6340 1.9725 1.6082
S -1.0503 3.6679 1.1576
C 1.6149 1.5269 0.8692
N 2.6538 1.5107 -0.1236
O 2.0513 1.5863 2.0427
H 0.0173 -0.0003 0.6739
H -0.0706 1.4222 -0.6176
H -1.5515 1.4443 1.9426
H -0.2606 2.0037 2.6896
H 0.0425 4.3416 0.6063
H 2.5629 0.8731 -0.8826
H 3.5923 1.5211 0.1560
H 1.1680 0.7703 3.5358
H 1.9235 -0.5970 3.9780
O 1.2246 -0.0254 4.0289
H -1.1452 -0.8320 4.2806
H -1.0003 -1.7280 2.9364
O -1.3566 -0.7562 3.3838
H 1.0653 -0.7550 -2.7260
H 1.1328 -0.2409 -4.0541
O 1.0453 0.0705 -3.2261
H -3.5572 -2.0403 1.4708
H -2.5585 -2.9660 0.7388
O -3.4420 -2.5540 0.7438
H -3.9106 -0.4779 -1.2618
H -3.1004 -1.6199 -0.9948
O -3.0049 -0.8156 -1.3868
H -0.8723 -0.8304 -1.5872
H -1.4232 -2.1854 -2.1871
O -0.5517 -1.8669 -1.7345
H -1.3483 -3.8986 -0.5114
H -0.5927 -3.4660 0.6300
O -1.3459 -3.9766 0.4674
H 0.6749 3.7398 -2.1650
H 1.4483 3.8657 -0.9378
O 0.7536 4.1849 -1.3730
H -0.2791 2.6499 -3.5539
H 0.8238 1.5921 -3.4421
O 0.7274 2.5168 -3.5948
H 1.1614 -2.0496 -1.7857
H 2.5126 -1.1884 -2.1178
O 2.1614 -2.0979 -2.1194
H 0.6673 -1.0466 1.2743
H 1.3680 -2.4483 1.3441
O 0.4383 -1.9929 1.3581
*
```

---

[6]
The following is a quantum chemistry calculation of C16H26Al2Cl2F4Li2N3O16P as an isolated structure in a non-equilibrium geometry, from the OMol25 dataset.

The energy relative to the best compared isomer or geometry (same formula, charge and spin) comes out at 26.3 kcal per mole. The LUMO energy comes out at -5.0915 eV. The molecular weight comes out at 762.107 Da. The HOMO energy is -6.388 eV. The total energy comes out at -113031.99124 eV.

```
! wB97M-V def2-TZVPD RIJCOSX def2/J DEFGRID3
* xyz 0 1
C 2.5215 0.6910 3.3131
C 2.1868 0.9862 1.8536
O 3.1099 1.9288 1.4074
C 2.3607 -0.3243 1.1039
N 1.5663 -0.4879 -0.1157
C 0.1251 -0.3953 0.0503
C -0.5262 -0.8982 1.3032
O -1.9461 -1.0568 0.8976
P -2.8334 -0.1100 1.7132
C -3.1434 1.4755 0.8551
C -1.9969 2.4589 1.1405
O -0.8996 2.1355 1.1623
Cl -2.3003 4.2327 1.5016
H 1.7627 0.0427 3.7341
H 2.6094 1.5914 3.8971
H 3.4386 0.1277 3.3566
H 1.1624 1.3728 1.8442
H 2.6448 2.7282 1.1239
H 3.3890 -0.3121 0.7431
H 2.3048 -1.1772 1.7603
H 1.7957 0.3190 -0.6791
H -0.3270 -0.9913 -0.7563
H -0.1456 0.6394 -0.1545
H -0.0642 -1.7606 1.7483
H -0.4348 -0.1311 2.0649
H -2.3218 0.0856 3.0037
H -4.0507 -0.7764 1.8629
H -3.3307 1.3699 -0.2042
H -4.0557 1.8898 1.2791
O 6.4677 -2.4702 -1.1214
Cl 5.1647 -1.8950 -1.1982
O 5.2511 -0.5328 -1.6715
O 4.5187 -1.9068 0.1000
O 4.3562 -2.6747 -2.1244
F -1.7946 -2.5958 3.7466
Al -0.5748 -3.0326 4.8665
F 0.8596 -2.3819 4.2786
F -0.4986 -4.7069 4.9447
F -0.9747 -2.3698 6.3592
C -2.9098 -2.3648 -1.5550
C -3.8940 -3.2812 -2.2189
O -5.0663 -3.3059 -1.9508
N -3.4025 -4.1547 -3.1985
C -2.0248 -4.3170 -3.6954
H -3.4318 -1.7632 -0.8287
H -2.1412 -2.9422 -1.0398
H -2.4498 -1.7034 -2.2910
H -4.1346 -4.7245 -3.5994
H -2.0056 -4.1198 -4.7655
H -1.6852 -5.3490 -3.5263
H -1.3452 -3.6412 -3.1931
Al -3.9553 -6.4927 -3.0905
N 6.8972 -1.8483 2.2797
O 5.9307 -2.3103 2.8799
O 6.7395 -1.2942 1.1868
O 8.0311 -1.9288 2.7555
C 0.7860 3.4254 -1.6144
C 0.4656 4.3584 -0.5751
C -0.6817 5.3229 -0.9038
O -1.1286 6.1209 -0.0971
C -1.2485 5.2600 -2.2302
C -0.8981 4.3296 -3.2560
C 0.1714 3.3225 -2.8773
O 0.4447 2.4111 -3.6837
O -1.4018 4.2654 -4.3569
O 0.9879 4.4505 0.5182
H 1.5816 2.7003 -1.4412
H -2.0155 5.9993 -2.4268
Li 0.8698 0.4747 -3.0901
Li -4.3826 4.1775 0.3388
O -4.3496 3.7949 -3.3708
H -3.7293 4.0403 -4.0733
*
```

---

[7]
The following is a quantum chemistry calculation of an isolated ion of composition C5H14PS and charge +1 in a non-equilibrium geometry, from the OMol25 dataset.

The energy relative to the best compared isomer or geometry (same formula, charge and spin) comes out at 33.8 kcal per mole. The LUMO energy comes out at -4.3015 eV. The molecular weight comes out at 137.208 Da. The HOMO energy is -14.144 eV. The total energy comes out at -25528.49375 eV.

```
! wB97M-V def2-TZVPD RIJCOSX def2/J DEFGRID3
* xyz 1 1
C -0.0281 -2.6355 -0.6685
C -0.8705 2.4268 -0.7854
C 0.3560 0.8728 1.7825
C -0.3241 -1.6656 0.4888
C -0.7012 0.9243 -1.0157
P 0.3257 -0.0116 0.1863
S 2.4762 -0.3302 -0.6948
H -0.4409 -3.7479 -0.5711
H -0.3641 -2.4912 -1.7137
H 1.0476 -2.8239 -0.8572
H -0.3337 2.6713 0.1188
H -0.5466 2.9358 -1.6145
H -1.8854 2.6765 -0.6282
H -0.2597 1.7373 1.7261
H 1.3021 1.1500 2.1012
H -0.0542 0.2193 2.6405
H 0.2545 -2.0406 1.4711
H -1.3891 -1.7050 0.7353
H -0.1492 0.9074 -2.0236
H -1.7169 0.4910 -0.7947
H 3.3017 0.4389 0.1166
*
```

---

[8]
The following is a quantum chemistry calculation of C25H31N5OS2Ta as an isolated structure in a non-equilibrium geometry, from the OMol25 dataset.

The energy relative to the best compared isomer or geometry (same formula, charge and spin) comes out at 50.5 kcal per mole. The LUMO energy comes out at -11.8416 eV. The molecular weight comes out at 662.639 Da. The HOMO energy is -14.896 eV. The total energy comes out at -59121.90266 eV.

```
! wB97M-V def2-TZVPD RIJCOSX def2/J DEFGRID3
* xyz 3 1
Ta 0.3245 0.3071 0.1118
C -4.0308 0.3691 1.3055
C -2.6916 0.8585 0.8764
N -1.7192 -0.0247 0.7644
N -2.2007 -1.3111 1.0282
C -1.3927 -2.2944 0.7903
S 0.2977 -2.1212 0.2648
S -2.1451 -3.8813 0.7722
C -0.7762 -5.0940 0.9754
C -1.3330 -6.0911 1.9431
C -1.2372 -5.8703 3.3317
C -1.7344 -6.7982 4.2171
C -2.3684 -7.9435 3.7268
C -2.4922 -8.1618 2.3482
C -1.9862 -7.2348 1.4619
C -2.5362 2.2471 0.5519
C -3.5209 3.1830 0.9171
C -3.4481 4.5013 0.5224
C -2.4009 4.9233 -0.2721
C -1.3997 4.0281 -0.6322
C -1.4865 2.7299 -0.1910
O -0.4432 1.8727 -0.4803
H -4.3461 -0.4435 0.6499
H -4.7857 1.1427 1.2809
H -3.9658 -0.0598 2.3072
H 0.1108 -4.5806 1.3464
H -0.5730 -5.5378 0.0031
H -0.7464 -4.9706 3.6860
H -1.6425 -6.6528 5.2845
H -2.7738 -8.6717 4.4166
H -2.9769 -9.0607 1.9927
H -2.0650 -7.3934 0.3929
H -4.3504 2.8863 1.5406
H -4.2189 5.1959 0.8252
H -2.3494 5.9495 -0.6115
H -0.5636 4.3331 -1.2474
C 2.5455 2.0531 4.0536
C 1.8178 0.8637 4.0966
C 1.2118 0.4154 2.9522
N 1.3165 1.0899 1.7718
C 2.0239 2.2494 1.7337
C 2.6405 2.7530 2.8568
H 3.0274 2.4301 4.9470
H 1.7177 0.2969 5.0114
H 0.6242 -0.4943 2.9348
H 2.0817 2.7618 0.7789
H 3.1908 3.6811 2.7889
C 5.2249 -0.0579 -0.2120
C 4.5512 0.7465 -1.3205
C 4.6575 0.0258 -2.6620
C 5.1553 2.1404 -1.4047
N 3.1172 0.9886 -0.9347
N 2.3214 -0.2125 -0.8777
H 6.2990 -0.0834 -0.3904
H 4.9006 -1.1037 -0.1854
H 5.0614 0.3996 0.7671
H 5.7026 -0.0830 -2.9500
H 4.1602 0.5905 -3.4543
H 4.2455 -0.9861 -2.6198
H 6.2003 2.0711 -1.7041
H 5.1096 2.6492 -0.4416
H 4.6415 2.7500 -2.1511
H 2.6831 1.5770 -1.6434
H 2.8184 -0.8662 -0.2694
H 2.2566 -0.7195 -1.7705
*
```

---

[9]
The following is a quantum chemistry calculation of a 2-piece molecular cluster, C4H13ClN2Si overall in a non-equilibrium geometry, from the OMol25 dataset.

The energy relative to the best compared isomer or geometry (same formula, charge and spin) comes out at 85.5 kcal per mole. The LUMO energy comes out at 0.3897 eV. The molecular weight comes out at 152.701 Da. The HOMO energy is -6.862 eV. The total energy comes out at -27737.28386 eV.

```
! wB97M-V def2-TZVPD RIJCOSX def2/J DEFGRID3
* xyz 0 1
C -2.1316 0.7377 1.3241
C 0.0015 -2.0425 -1.3776
C 0.5502 0.8433 -2.3145
C -0.6845 0.7599 1.5557
N -0.1025 0.4603 2.8164
N 2.3657 -0.5298 -0.4057
Si 0.7091 -0.4371 -0.7643
Cl -0.1914 2.4494 1.2032
H -2.4532 0.8422 0.3022
H -2.5069 -0.2619 1.5759
H -2.6384 1.4375 2.0884
H 0.3097 -3.0014 -0.9286
H -1.1054 -2.0604 -1.5198
H 0.4593 -2.1432 -2.3048
H 1.1097 1.7692 -2.2726
H 0.8787 0.2436 -3.1770
H -0.4494 1.2403 -2.3740
H 0.5813 1.0064 3.2941
H 0.1456 -0.4440 2.8982
H 2.7664 0.3007 -0.0566
H 2.3859 -1.1703 0.4374
*
```

---

| no. | HOMO-LUMO gap (Ha) |
| --- | --- |
| 1 | 0.148 |
| 2 | 0.396 |
| 3 | 0.308 |
| 4 | 0.242 |
| 5 | 0.303 |
| 6 | 0.048 |
| 7 | 0.362 |
| 8 | 0.112 |
| 9 | 0.267 |